DFT (ωB97M-V with the def2-TZVPD basis set) results for C13H15Cl2IKN2O6P2S as an isolated structure in a non-equilibrium geometry.

Positions of all 43 atoms, in Å:
1 K 0.720 0.268 0.112
2 N 2.377 -3.501 -2.438
3 C 1.025 -2.968 -1.955
4 C -0.061 -3.943 -2.384
5 P 0.915 -1.340 -2.899
6 O -0.662 -1.218 -3.213
7 O 1.623 -1.681 -4.176
8 O 1.342 -0.245 -1.983
9 P 1.232 -2.785 -0.122
10 O 1.009 -4.300 0.432
11 O 0.126 -1.936 0.408
12 O 2.684 -2.450 0.006
13 H 2.514 -3.092 -3.382
14 H 2.366 -4.518 -2.449
15 H 3.079 -3.162 -1.763
16 H -0.175 -3.978 -3.469
17 H -1.013 -3.629 -1.962
18 H 0.163 -4.941 -1.995
19 H -1.130 -0.702 -2.547
20 H 0.178 -4.349 0.916
21 Cl 0.895 1.520 2.866
22 C -0.710 0.904 3.307
23 C -0.775 0.229 4.514
24 C -1.983 -0.296 4.937
25 C -3.096 -0.128 4.127
26 C -2.996 0.550 2.925
27 Cl -4.479 0.688 2.002
28 C -1.799 1.116 2.429
29 S -1.696 1.972 0.915
30 H 0.125 0.114 5.103
31 H -2.056 -0.829 5.877
32 H -4.059 -0.528 4.415
33 I -0.976 4.408 -3.731
34 C -0.052 4.387 -1.877
35 C -0.266 5.398 -0.955
36 C 0.370 5.305 0.270
37 C 1.177 4.208 0.528
38 N 1.388 3.238 -0.358
39 C 0.784 3.330 -1.543
40 H -0.925 6.224 -1.183
41 H 0.217 6.055 1.035
42 H 1.641 4.089 1.499
43 H 0.956 2.515 -2.241

Output
E_LUMO	2.253	eV
net charge	-1
highest occupied orbital energy	-4.06	eV